Record 1
Entry from the Open Molecules 2025 dataset: C14H36CrN4O4 as an isolated structure (the ωB97M-V functional and the def2-TZVPD basis).

Its spin multiplicity is 4. As for the relative energy (zero: lowest compared OMol25 entry of this formula, charge and spin): 0.282 eV. The value obtained for the molar mass is 376.5 g mol⁻¹. Its frontier orbital gap (alpha / beta) is 8.306 / 8.741 eV. The net charge is +3. Its expectation value of S² is 3.78. As for the HOMO energy (alpha / beta): -18.529 / -18.529 eV.

Cartesian coordinates (Å):
Cr 0.171 -1.076 -0.219
N 0.428 -1.965 1.707
C 1.877 -2.236 1.997
C 2.723 -1.277 1.184
N 2.244 -1.241 -0.235
C 2.669 -2.398 -1.092
C 1.669 -3.534 -1.002
N 0.301 -2.950 -1.175
H 0.090 -1.268 2.366
H -0.113 -2.804 1.909
H 2.098 -3.268 1.747
H 2.091 -2.121 3.058
H 3.777 -1.553 1.232
H 2.621 -0.267 1.575
H 2.670 -0.414 -0.651
H 3.670 -2.735 -0.822
H 2.708 -2.036 -2.120
H 1.707 -4.046 -0.046
H 1.882 -4.277 -1.767
H -0.398 -3.633 -0.888
H 0.142 -2.822 -2.173
C -2.991 -1.698 0.269
O -1.910 -1.113 -0.507
C -2.344 -0.371 -1.679
C -1.304 -0.607 -2.736
O 0.000 -0.322 -2.158
C 0.705 0.836 -2.733
C -0.083 2.121 -2.696
O -0.489 2.377 -1.375
C -0.952 3.723 -1.207
H -3.431 -2.529 -0.279
H -2.577 -2.051 1.210
H -3.751 -0.945 0.467
H -3.313 -0.739 -2.014
H -2.413 0.684 -1.415
H -1.312 -1.648 -3.058
H -1.480 0.015 -3.608
H 1.616 0.944 -2.146
H 0.965 0.591 -3.762
H 0.580 2.907 -3.076
H -0.948 2.084 -3.369
H -0.172 4.441 -1.471
H -1.834 3.920 -1.820
H -1.213 3.845 -0.158
C -0.787 2.921 3.401
N -0.846 1.896 2.343
C -2.184 1.394 2.025
C 0.215 1.548 1.649
C 1.504 2.278 1.877
O 0.167 0.630 0.762
H -1.637 2.777 4.061
H -0.848 3.927 2.982
H 0.122 2.834 3.988
H -2.829 2.241 1.787
H -2.610 0.875 2.883
H -2.134 0.735 1.166
H 1.337 3.351 1.954
H 2.180 2.089 1.047
H 1.978 1.960 2.809

Record 2
Entry from the Open Molecules 2025 dataset: a 5-piece molecular cluster, C14H36F3IO11P overall at a distorted geometry (the ωB97M-V functional and the def2-TZVPD basis).

Its spin multiplicity is 1. The value obtained for the molar mass is 595.3 g mol⁻¹. Its frontier orbital gap is 7.003 eV. The net charge is -1. As for the HOMO energy: -4.562 eV.

Cartesian coordinates (Å):
O 4.498 -1.128 0.828
C 3.988 -1.080 -0.233
O 3.615 -2.111 -0.974
C 2.968 -3.185 -0.262
C 1.540 -3.401 -0.728
P 0.379 -1.893 -0.531
I 0.445 -2.009 2.067
C -1.142 -3.111 -0.469
C -2.440 -2.419 -0.105
O -3.317 -3.322 0.570
C -3.229 -1.954 -1.312
F -2.644 -1.055 -2.010
F -4.394 -1.470 -0.916
F -3.529 -2.982 -2.080
H 3.805 -0.110 -0.710
H 3.531 -4.090 -0.486
H 2.991 -3.079 0.817
H 1.160 -4.296 -0.249
H 1.571 -3.642 -1.790
H -0.509 -0.755 -0.379
H 1.476 -0.952 -0.579
H 0.216 -1.784 -1.974
H -0.942 -3.798 0.342
H -1.215 -3.645 -1.411
H -2.271 -1.573 0.560
H -2.813 -3.685 1.308
C 2.367 2.489 3.717
C 1.242 1.838 2.942
O 1.694 1.479 1.643
O 2.845 3.637 3.019
H 2.033 2.806 4.705
H 3.201 1.786 3.831
H 0.422 2.545 2.803
H 0.867 0.949 3.459
H 2.306 0.736 1.743
H 2.820 3.397 2.079
C -3.634 2.194 2.188
C -3.263 3.646 2.415
O -2.028 3.945 1.763
O -2.607 1.342 2.657
H -4.556 1.941 2.713
H -3.772 2.003 1.114
H -3.104 3.834 3.476
H -4.048 4.315 2.046
H -2.181 3.929 0.811
H -1.770 1.774 2.435
C -1.801 -5.989 -4.052
C -3.003 -5.430 -4.782
O -2.624 -5.035 -6.107
O -0.783 -5.007 -4.021
H -2.056 -6.259 -3.027
H -1.413 -6.880 -4.568
H -3.355 -4.533 -4.276
H -3.820 -6.156 -4.837
H -2.453 -5.838 -6.613
H -0.812 -4.557 -4.876
C 3.450 7.491 0.581
C 2.146 6.721 0.616
O 2.392 5.367 0.979
O 4.353 6.889 -0.335
H 3.287 8.524 0.269
H 3.915 7.487 1.575
H 1.692 6.701 -0.375
H 1.441 7.170 1.323
H 2.650 5.348 1.913
H 4.226 5.934 -0.242

Total energy / hartree: -2118.596511; -2321.258243